1.
Formula: C21H42N4OP
Source: the Open Molecules 2025 dataset
Level of theory: the ωB97M-V functional and the def2-TZVPD basis

```
69
Properties=species:S:1:pos:R:3:forces:R:3
C -2.76013 0.26468 -0.08074 -0.345 0.366 -0.335
C -2.04864 1.56137 -0.50169 0.116 -0.012 -0.273
C -1.18409 1.29207 -1.74197 -0.515 0.109 0.191
C -1.31896 2.18932 0.68345 -0.133 -0.795 -0.052
C -0.19498 1.36021 1.31541 0.545 1.079 1.010
C 0.05599 1.96963 2.72832 -0.324 0.196 -0.446
C 1.11949 1.26031 0.53361 0.053 -0.724 -0.233
O 1.34428 -0.11179 0.24888 -0.208 0.003 0.200
N 1.68848 -0.40331 -1.14144 0.562 -0.106 -0.844
P 3.33080 -0.07205 -1.33404 -0.311 0.433 1.015
C 3.47005 1.20483 -2.69279 0.110 -0.411 -0.245
C 4.12858 -1.53676 -2.15849 -0.035 -0.030 -0.352
H -2.44242 -0.53026 -0.74823 0.094 -0.413 0.250
H -3.83888 0.34838 -0.19971 -0.171 0.034 0.041
H -2.57419 0.02770 0.96375 0.084 -0.237 0.042
H -2.80692 2.27774 -0.81915 -0.143 0.173 0.144
H -0.66026 0.34699 -1.65750 0.455 -0.028 -0.018
H -0.46929 2.08511 -1.91967 0.253 0.146 -0.043
H -1.84173 1.25265 -2.61281 -0.021 -0.138 -0.128
H -0.97177 3.18946 0.42925 0.212 0.133 -0.014
H -2.06136 2.30166 1.47559 -0.200 0.271 0.009
H -0.51377 0.33915 1.48174 -0.159 -0.043 -0.242
H 1.11292 2.03930 2.95980 0.149 -0.237 0.197
H -0.47164 1.41849 3.50394 0.101 -0.128 0.129
H -0.33402 2.98717 2.75165 0.015 0.192 0.088
H 1.96850 1.60467 1.12651 0.042 0.278 0.138
H 1.12192 1.83983 -0.38641 -0.127 -0.006 -0.225
H 4.36573 1.79451 -2.52154 0.222 0.134 0.007
H 2.61984 1.87986 -2.67956 -0.223 0.017 0.179
H 3.55669 0.77067 -3.68588 -0.063 -0.014 -0.148
H 4.60401 -1.30583 -3.11322 0.006 0.147 -0.096
H 3.42496 -2.35142 -2.32584 -0.254 0.016 0.035
H 4.90543 -1.90508 -1.49727 0.138 -0.147 0.148
C -2.03481 2.58461 6.37967 -0.026 -0.001 0.029
C -3.26536 1.74909 6.04669 0.141 0.087 0.159
C -3.44113 1.53026 4.54257 -0.073 -0.098 0.157
C -3.69034 2.78351 3.83109 0.056 -0.088 -0.100
N -3.88825 3.76682 3.27213 -0.045 0.073 0.053
H -2.11010 3.58837 5.95832 0.006 -0.010 -0.042
H -1.92123 2.68465 7.45995 0.015 0.007 0.000
H -1.13046 2.11751 5.98663 -0.004 0.004 -0.019
H -4.15725 2.22632 6.45971 -0.036 -0.020 -0.041
H -3.17607 0.77121 6.52249 -0.020 -0.043 -0.079
H -4.28042 0.85733 4.36027 -0.006 0.024 -0.087
H -2.55301 1.04538 4.13457 -0.027 0.047 -0.073
C 0.48395 -4.24776 2.78915 -0.046 -0.021 -0.021
C -0.42781 -3.61482 1.74383 0.036 -0.150 0.177
C -0.42743 -2.08469 1.79687 0.061 -0.426 -0.149
C -0.96952 -1.56817 3.04986 0.078 -0.032 -0.079
N -1.39438 -1.16232 4.03696 -0.113 0.027 0.151
H 0.15517 -4.00724 3.80196 0.009 0.037 0.005
H 0.48503 -5.33403 2.68956 0.018 -0.015 0.016
H 1.51081 -3.89785 2.67208 -0.004 0.020 -0.003
H -1.44599 -3.99036 1.87059 -0.037 0.011 -0.019
H -0.09830 -3.91538 0.74873 -0.003 0.110 -0.041
H -1.02309 -1.68551 0.97566 0.082 0.076 0.014
H 0.58560 -1.69980 1.65623 -0.056 0.159 -0.084
C 1.75018 -2.62362 -7.37496 -0.011 0.009 0.046
C 1.16747 -1.76141 -6.26071 0.015 -0.202 -0.121
C 1.58244 -0.29163 -6.36349 -0.238 -0.122 0.119
C 3.02231 -0.11402 -6.19856 -0.056 0.180 0.081
N 4.14191 0.05082 -6.01102 0.155 -0.119 -0.248
H 2.84034 -2.63742 -7.33573 0.008 0.032 -0.006
H 1.40175 -3.65270 -7.28316 0.008 -0.006 -0.016
H 1.44915 -2.25273 -8.35754 0.014 -0.001 -0.010
H 1.47059 -2.15807 -5.29097 -0.009 0.083 0.044
H 0.07765 -1.81165 -6.29722 -0.006 0.067 0.041
H 1.07687 0.28736 -5.58820 0.113 0.043 0.051
H 1.27762 0.12422 -7.32605 0.074 -0.001 -0.037
```
Forces are in eV/Å.

Computed properties:
Total charge: -1
LUMO level, eV: 2.78
Energy, eV: -39753.0115
HOMO level, Eh: -0.1082
Gap between HOMO and LUMO, eV: 5.72
Molecular weight, g/mol: 397.568

---

2.
Formula: C21H42O21
Source: the Open Molecules 2025 dataset
Level of theory: the ωB97M-V functional and the def2-TZVPD basis

```
84
Properties=species:S:1:pos:R:3:forces:R:3
C -11.95290 20.23815 -24.78231 0.852 -0.484 -0.228
O -12.56223 19.10108 -24.12102 0.165 0.886 2.000
C -12.32172 18.99139 -22.77002 2.262 0.956 0.750
O -11.42772 19.57448 -22.12628 -2.572 -1.410 -1.882
O -13.17296 18.08934 -22.28732 -0.992 0.096 -1.690
C -13.10333 17.53843 -21.01920 1.095 -0.471 2.153
H -11.92344 21.20163 -24.27345 -1.096 -0.154 0.466
H -12.43849 20.26859 -25.75769 0.185 0.216 0.248
H -10.87809 20.08507 -24.87955 0.050 -0.578 -0.379
H -13.65818 16.61228 -20.86926 -0.265 -0.030 -1.180
H -13.50464 18.15021 -20.21126 0.185 0.695 -0.298
H -12.07441 17.27552 -20.77364 0.133 0.252 0.072
C -11.16321 18.27493 -28.47220 1.105 -0.934 0.109
O -9.73971 18.46017 -28.80172 -2.102 1.015 0.021
C -9.20522 17.62603 -29.64933 0.434 -3.325 -0.972
O -9.62441 16.63762 -30.24918 -0.894 1.684 0.795
O -7.93547 17.89699 -29.65666 1.500 1.790 2.261
C -6.98789 17.21581 -30.40239 -0.424 -0.266 -1.959
H -11.26089 17.18945 -28.45506 -0.503 0.072 0.352
H -11.87686 18.67008 -29.19516 0.482 0.350 -0.064
H -11.24165 18.74181 -27.49038 -0.300 -0.142 -0.290
H -5.98693 17.41839 -30.02141 -0.298 0.204 -0.025
H -7.21002 17.66511 -31.37032 1.226 -0.406 -0.685
H -7.14992 16.14425 -30.51903 -0.213 -0.009 0.447
C -13.43607 26.11633 -27.88382 -0.609 -1.163 -0.712
O -14.35512 27.20627 -27.83736 1.994 0.578 1.966
C -15.11482 27.54386 -28.81645 -2.348 -0.941 -2.853
O -15.32999 26.91325 -29.86641 0.756 1.596 2.093
O -15.76284 28.65770 -28.41059 -0.183 0.507 0.653
C -16.69506 29.30242 -29.27639 0.403 -0.919 -2.147
H -12.61979 26.21080 -28.59996 -0.354 0.367 -0.356
H -14.06537 25.26660 -28.14845 0.573 -0.211 0.032
H -12.94006 25.94604 -26.92826 -0.560 0.450 0.185
H -17.56729 28.69049 -29.50629 -0.018 -0.220 0.448
H -16.16904 29.37026 -30.22865 -0.202 0.315 -0.261
H -17.03921 30.30537 -29.02392 0.609 -0.269 0.963
C -5.53186 29.27532 -24.73747 1.679 0.271 1.204
O -6.02691 28.18979 -25.50621 -0.447 0.565 -0.322
C -5.54750 26.96966 -25.29007 2.357 -0.524 2.764
O -4.60554 26.66043 -24.56678 -0.730 1.060 -0.901
O -6.30900 26.09949 -25.85905 -1.381 -1.744 -2.052
C -6.04905 24.66114 -25.88421 -0.877 0.109 1.212
H -5.97868 30.23950 -24.97996 -0.435 -0.593 -0.401
H -4.45039 29.40115 -24.78936 0.187 -0.158 -0.972
H -5.55426 29.12284 -23.65842 -1.021 -0.408 0.090
H -5.64954 24.27204 -26.82074 0.164 0.628 0.027
H -7.03196 24.22477 -25.70657 -0.194 0.133 -0.507
H -5.51609 24.27638 -25.01472 0.673 0.661 -0.174
C -8.90651 21.35551 -30.87222 0.586 -0.184 -0.399
O -9.66559 22.56221 -30.74628 1.669 0.114 2.329
C -10.51405 22.85074 -31.66938 -1.930 0.186 -1.040
O -10.79837 22.05729 -32.52980 -0.620 1.041 -0.681
O -11.03909 24.08817 -31.37111 0.790 -0.432 -0.274
C -11.98552 24.77144 -32.18838 -1.406 -0.454 -0.611
H -8.31112 21.22958 -29.96792 -0.400 0.153 0.106
H -8.19765 21.47203 -31.69200 -0.098 0.003 -0.153
H -9.50358 20.46518 -31.06951 -0.251 0.284 0.150
H -12.69563 25.32986 -31.57845 0.372 -0.163 0.624
H -12.62160 24.08334 -32.74517 0.270 -0.337 -0.065
H -11.62780 25.50744 -32.90841 0.961 -0.290 0.156
C -10.05941 23.02750 -27.15665 2.072 -1.623 1.537
O -11.23390 23.38989 -27.71703 -0.896 1.162 -1.236
C -12.07516 22.44166 -28.08395 -0.326 -0.176 0.534
O -11.99841 21.23734 -27.86751 -0.326 1.977 -0.726
O -13.04761 23.17819 -28.63617 1.042 -0.750 0.202
C -14.26248 22.58692 -28.92856 -1.167 -0.427 -0.455
H -9.33078 23.83732 -27.11933 -0.490 0.193 -0.166
H -9.63341 22.17795 -27.69039 0.209 -0.063 0.001
H -10.29873 22.69403 -26.14688 0.526 -0.083 0.329
H -14.51266 21.76591 -28.25665 0.033 0.094 0.123
H -14.25278 22.20315 -29.94872 -0.194 0.062 -0.067
H -14.95177 23.42398 -28.81758 -0.457 -0.424 -0.246
C -8.46709 25.48389 -29.58656 -0.736 -0.644 0.448
O -9.32293 26.58342 -29.57017 -1.916 3.644 1.825
C -9.91962 27.00705 -28.35909 0.728 -0.656 -0.778
O -9.99204 26.33291 -27.33889 0.064 1.703 -1.984
O -10.38853 28.29334 -28.58835 1.471 -2.363 -0.192
C -11.02256 28.98316 -27.53990 -1.762 0.023 0.384
H -9.17801 24.68335 -29.38204 1.040 -0.897 0.076
H -7.65939 25.63029 -28.86942 -0.012 -0.392 0.117
H -8.07421 25.42908 -30.60182 -0.068 -0.113 0.133
H -12.00160 28.54303 -27.35050 0.014 -0.470 0.287
H -11.33349 29.94670 -27.94364 0.763 0.195 0.064
H -10.49726 29.04340 -26.58673 0.398 0.007 -0.352
```
Forces are in eV/Å.

Computed properties:
ΔE to the lowest compared entry with this formula, charge and spin, eV: 3.728
LUMO level, eV: 0.43
Energy, eV: -65452.1102
HOMO level, Eh: -0.3893
Gap between HOMO and LUMO, eV: 11.02
Molecular weight, g/mol: 630.546
Structure (SMILES): COC(=O)OC.COC(=O)OC.COC(=O)OC.COC(=O)OC.COC(=O)OC.COC(=O)OC.COC(=O)OC

---

3.
Formula: C21H43AgNO5
Source: the Open Molecules 2025 dataset
Level of theory: the ωB97M-V functional and the def2-TZVPD basis

```
71
Properties=species:S:1:pos:R:3:forces:R:3
Ag 6.08648 -20.56465 -22.45622 -0.044 0.012 0.407
C 9.25430 -21.43921 -24.07813 -0.603 0.203 0.479
C 8.27551 -21.90354 -25.14374 -0.132 -0.844 -1.000
C 8.24159 -23.43743 -25.12037 -0.351 -0.836 1.437
C 7.14554 -24.09586 -25.94543 0.289 0.799 -0.623
C 5.77932 -23.51871 -25.59715 0.364 -0.317 -0.057
C 5.71044 -21.99677 -25.43149 -1.120 0.901 -0.850
N 6.92270 -21.42033 -24.81152 0.453 -1.060 1.279
O 6.93330 -20.00464 -24.69841 -0.284 -0.176 -1.376
C 5.36232 -21.31081 -26.79470 1.193 -0.225 0.732
C 4.52313 -21.67808 -24.51337 -0.129 0.717 0.034
C 8.76409 -21.48423 -26.53865 0.100 1.116 0.324
H 8.85187 -21.66337 -23.08497 0.017 -0.285 -0.096
H 9.34050 -20.35205 -24.07208 0.482 -0.058 -0.344
H 10.19089 -21.97797 -24.20545 0.230 0.361 -0.015
H 9.22023 -23.86978 -25.33752 0.070 0.317 -0.344
H 8.08831 -23.72295 -24.06551 -0.122 0.080 -0.063
H 7.10881 -25.17917 -25.83974 0.222 -0.011 0.158
H 7.38532 -23.90702 -26.99795 -0.199 -0.078 -0.040
H 5.41064 -24.02174 -24.69876 0.054 0.195 0.142
H 5.08959 -23.79224 -26.39769 -0.165 0.066 0.125
H 5.29944 -20.23863 -26.60366 -0.469 0.026 -0.279
H 6.17574 -21.45291 -27.50638 -0.248 -0.129 -0.199
H 4.43817 -21.72038 -27.18545 -0.115 0.198 -0.091
H 3.54703 -21.95415 -24.91771 0.213 -0.543 -0.108
H 4.65651 -22.13540 -23.52823 -0.153 -0.097 -0.009
H 4.40110 -20.59088 -24.41595 0.281 -0.043 0.214
H 8.84717 -20.38894 -26.58295 -0.017 -0.097 -0.071
H 8.10893 -21.78196 -27.35146 0.141 -0.281 0.012
H 9.77801 -21.84899 -26.69368 -0.056 -0.176 -0.134
H 6.94115 -19.69498 -25.62509 0.032 0.390 0.396
C 3.86073 -16.29815 -23.05050 0.551 0.527 0.109
C 4.09833 -17.42876 -22.08675 -0.959 -0.202 -0.082
O 4.52189 -18.52524 -22.38092 0.346 0.101 -0.566
C 3.66589 -17.16881 -20.66971 0.434 -0.603 0.253
H 3.91063 -16.51327 -24.11418 -0.058 -0.455 0.097
H 4.64232 -15.55154 -22.85820 -0.037 -0.016 0.046
H 2.92979 -15.79372 -22.79772 -0.101 -0.072 -0.085
H 4.29388 -16.38736 -20.23814 -0.257 0.113 0.114
H 3.82412 -18.10874 -20.14037 0.098 0.159 0.190
H 2.60704 -16.93057 -20.58720 0.048 0.350 -0.154
C 3.40951 -23.08404 -19.50395 -0.231 0.313 0.300
C 4.41894 -21.99238 -19.73676 0.589 -0.196 0.109
O 4.55356 -21.45787 -20.81708 -0.388 -0.073 -0.086
C 5.33648 -21.62972 -18.57522 -0.982 -0.303 -0.303
H 3.96523 -24.01957 -19.40266 -0.113 -0.104 -0.120
H 2.65074 -23.12824 -20.28049 0.257 -0.129 -0.237
H 2.88797 -22.93543 -18.55590 0.139 0.029 0.047
H 4.88432 -22.01914 -17.66418 0.197 0.298 0.202
H 5.40374 -20.54422 -18.58810 0.306 -0.004 0.267
H 6.31323 -22.09382 -18.69397 0.094 0.122 -0.199
C 9.13264 -24.02834 -20.82346 0.180 0.498 0.058
C 7.73842 -23.60258 -21.16624 -0.353 -0.396 -1.177
O 7.43114 -22.43694 -21.30352 0.231 0.197 0.375
C 6.71449 -24.67598 -21.50234 0.397 0.549 0.179
H 9.50409 -24.79706 -21.50016 -0.256 -0.345 0.221
H 9.11644 -24.36344 -19.78378 0.263 -0.277 -0.096
H 9.81934 -23.18791 -20.92465 -0.149 0.107 0.206
H 6.85737 -25.56851 -20.89732 -0.281 -0.037 0.041
H 6.85192 -24.94925 -22.55155 0.144 -0.057 0.005
H 5.73661 -24.20248 -21.43030 -0.141 -0.336 0.190
C 9.45524 -20.02984 -19.88824 -0.353 -0.485 0.367
C 8.69776 -19.16672 -20.85378 0.300 0.539 -0.049
O 7.50443 -19.31154 -21.01924 0.018 0.051 -0.101
C 9.45830 -18.01012 -21.48884 0.266 -0.410 0.972
H 8.77652 -20.79048 -19.50315 0.080 -0.064 -0.101
H 9.79232 -19.43538 -19.03577 0.071 0.162 -0.137
H 10.33498 -20.50962 -20.31798 0.022 0.150 -0.170
H 9.83135 -18.23404 -22.48587 -0.299 -0.003 -0.155
H 10.33620 -17.84558 -20.85948 0.050 0.176 -0.173
H 8.83727 -17.11949 -21.44275 -0.056 0.001 -0.397
```
Forces are in eV/Å.

Computed properties:
Total charge: +1
LUMO level, eV: -1.71
Energy, eV: -38194.9090
HOMO level, Eh: -0.4139
Gap between HOMO and LUMO, eV: 9.56
Molecular weight, g/mol: 497.445